{"formula": "C5H4N2O", "method": "wB97M-V/def2-TZVPD", "elements": ["O", "C", "C", "N", "C", "C", "C", "N", "H", "H", "H", "H"], "xyz": [[2.929, 0.033, -0.639], [1.846, 0.004, -0.096], [1.023, -1.177, 0.475], [-0.155, -1.462, 0.112], [-1.265, -0.835, -0.585], [-1.388, 0.550, -0.200], [-0.246, 1.452, 0.100], [0.946, 1.223, 0.243], [1.289, -1.952, 1.245], [-2.149, -1.376, -0.809], [-2.307, 1.145, -0.380], [-0.524, 2.395, 0.535]], "atomic_forces_ev_per_a": [[-2.41, 0.03, 1.25], [-2.06, 1.52, 0.37], [0.02, -1.10, 0.12], [-2.64, -0.04, -1.79], [2.97, 4.67, 4.30], [0.41, -1.33, -3.13], [-4.22, -1.53, 0.98], [7.38, -2.26, -1.17], [1.06, 1.26, -0.62], [-0.18, -0.96, -0.47], [0.31, -0.93, 0.22], [-0.64, 0.68, -0.05]], "nbo_charge": [-0.487, 0.641, 0.025, -0.393, 0.018, -0.281, 0.099, -0.458, 0.222, 0.219, 0.217, 0.179], "gap_ev": 8.64, "e_above_lowest_kcal_mol": 69.80, "homo_energy_ev": -9.152, "smiles": "O=c1cncccn1", "e_tot_ha": -377.5528, "lumo_energy_ev": -0.51}